Run A
{
  "formula": "C40H110N10O10",
  "method": "ωB97M-V/def2-TZVPD",
  "gap_ev": 9.29,
  "e_lumo_ev": 0.3,
  "smiles": "COC[C@H](C)N.COC[C@H](C)N.COC[C@H](C)N.COC[C@H](C)N.COC[C@H](C)N.COC[C@H](C)N.COC[C@H](C)N.COC[C@H](C)N.COC[C@H](C)N.COC[C@H](C)N",
  "species": ["C", "C", "C", "O", "C", "N", "H", "H", "H", "H", "H", "H", "H", "H", "H", "H", "H", "C", "C", "C", "O", "C", "N", "H", "H", "H", "H", "H", "H", "H", "H", "H", "H", "H", "C", "C", "C", "O", "C", "N", "H", "H", "H", "H", "H", "H", "H", "H", "H", "H", "H", "C", "C", "C", "O", "C", "N", "H", "H", "H", "H", "H", "H", "H", "H", "H", "H", "H", "C", "C", "C", "O", "C", "N", "H", "H", "H", "H", "H", "H", "H", "H", "H", "H", "H", "C", "C", "C", "O", "C", "N", "H", "H", "H", "H", "H", "H", "H", "H", "H", "H", "H", "C", "C", "C", "O", "C", "N", "H", "H", "H", "H", "H", "H", "H", "H", "H", "H", "H", "C", "C", "C", "O", "C", "N", "H", "H", "H", "H", "H", "H", "H", "H", "H", "H", "H", "C", "C", "C", "O", "C", "N", "H", "H", "H", "H", "H", "H", "H", "H", "H", "H", "H", "C", "C", "C", "O", "C", "N", "H", "H", "H", "H", "H", "H", "H", "H", "H", "H", "H"],
  "positions_angstrom": [[-6.489, 4.466, -2.586], [-5.152, 3.772, -2.287], [-4.799, 2.688, -3.351], [-5.425, 1.490, -2.884], [-5.192, 0.347, -3.715], [-4.272, 4.916, -2.501], [-7.154, 3.603, -2.585], [-6.594, 4.942, -3.561], [-6.706, 5.197, -1.807], [-5.161, 3.263, -1.323], [-3.742, 2.436, -3.429], [-5.207, 2.972, -4.321], [-4.863, 0.533, -4.737], [-6.161, -0.134, -3.852], [-4.388, -0.231, -3.260], [-4.068, 5.365, -1.620], [-3.396, 4.440, -2.663], [8.267, 0.725, -3.422], [9.190, 1.194, -4.550], [10.419, 1.967, -3.961], [10.031, 3.090, -3.233], [11.065, 3.753, -2.457], [9.506, 0.035, -5.319], [7.303, 0.291, -3.687], [7.892, 1.600, -2.891], [8.754, 0.231, -2.582], [8.520, 1.850, -5.105], [11.104, 2.149, -4.788], [11.037, 1.343, -3.316], [10.565, 4.469, -1.804], [11.893, 4.159, -3.038], [11.493, 3.025, -1.768], [9.768, 0.273, -6.265], [10.278, -0.532, -5.001], [-4.818, 8.430, 4.379], [-4.763, 7.652, 3.091], [-4.938, 6.095, 3.274], [-3.900, 5.524, 4.095], [-4.161, 4.122, 4.355], [-5.864, 7.971, 2.231], [-4.291, 7.905, 5.176], [-5.802, 8.559, 4.830], [-4.332, 9.395, 4.232], [-3.867, 7.827, 2.496], [-4.904, 5.677, 2.268], [-5.944, 5.833, 3.604], [-4.309, 3.616, 3.401], [-5.045, 4.037, 4.987], [-3.352, 3.661, 4.921], [-5.762, 8.949, 1.999], [-5.911, 7.430, 1.380], [-11.682, 4.939, 2.472], [-11.181, 3.516, 2.242], [-9.709, 3.306, 2.388], [-9.393, 1.946, 1.926], [-8.230, 1.443, 2.534], [-11.842, 2.709, 3.204], [-11.515, 5.644, 1.658], [-11.315, 5.351, 3.412], [-12.771, 4.893, 2.475], [-11.405, 3.115, 1.254], [-9.384, 3.495, 3.411], [-9.263, 4.128, 1.828], [-8.372, 1.188, 3.584], [-7.391, 2.074, 2.240], [-7.899, 0.518, 2.061], [-12.838, 2.841, 3.098], [-11.685, 1.749, 2.932], [7.858, -4.267, -2.331], [9.207, -5.014, -2.060], [10.595, -4.279, -2.286], [10.730, -3.132, -1.435], [12.022, -2.416, -1.627], [9.115, -5.273, -0.598], [7.833, -3.275, -1.880], [7.041, -4.946, -2.085], [7.713, -4.084, -3.396], [9.221, -5.988, -2.548], [10.701, -3.959, -3.323], [11.467, -4.930, -2.212], [12.109, -1.458, -1.114], [12.417, -2.338, -2.640], [12.760, -2.941, -1.019], [9.776, -4.665, -0.137], [8.196, -4.938, -0.344], [-1.441, -1.877, 7.739], [-2.918, -1.619, 7.205], [-3.714, -2.922, 6.958], [-3.140, -4.125, 7.421], [-4.168, -5.037, 7.748], [-3.459, -0.707, 8.192], [-0.942, -2.688, 7.208], [-1.567, -2.230, 8.762], [-0.869, -0.953, 7.824], [-2.908, -1.025, 6.291], [-3.982, -3.033, 5.908], [-4.732, -2.819, 7.334], [-4.562, -4.905, 8.756], [-3.737, -6.032, 7.856], [-4.992, -4.947, 7.040], [-3.293, -0.998, 9.144], [-4.432, -0.910, 8.016], [4.635, -7.327, -6.406], [3.423, -6.497, -6.431], [3.705, -4.899, -6.718], [2.810, -3.962, -6.009], [2.888, -2.663, -6.613], [2.444, -7.096, -7.271], [5.200, -7.261, -7.335], [4.459, -8.388, -6.232], [5.220, -7.059, -5.526], [2.933, -6.585, -5.461], [3.764, -4.685, -7.785], [4.736, -4.688, -6.436], [2.696, -2.705, -7.685], [3.701, -2.001, -6.315], [2.143, -1.999, -6.174], [1.639, -6.487, -7.217], [2.158, -8.009, -6.947], [-1.270, -6.356, 1.092], [-2.094, -6.548, 2.330], [-3.214, -7.628, 2.136], [-2.807, -9.006, 1.852], [-1.802, -9.628, 2.677], [-1.220, -6.523, 3.493], [-1.824, -6.004, 0.222], [-0.916, -7.336, 0.771], [-0.476, -5.612, 1.148], [-2.636, -5.611, 2.457], [-4.021, -7.267, 1.498], [-3.740, -7.616, 3.090], [-2.214, -9.736, 3.681], [-0.797, -9.210, 2.631], [-1.658, -10.686, 2.455], [-1.753, -6.587, 4.348], [-0.453, -7.159, 3.654], [1.010, 5.015, 1.024], [1.132, 5.545, -0.441], [2.485, 5.913, -0.924], [2.396, 6.397, -2.238], [3.586, 6.524, -3.031], [0.570, 4.532, -1.352], [1.466, 4.032, 1.137], [-0.003, 4.911, 1.413], [1.457, 5.737, 1.707], [0.611, 6.488, -0.605], [3.109, 5.030, -0.786], [2.820, 6.623, -0.169], [4.375, 7.137, -2.595], [3.246, 7.088, -3.900], [4.062, 5.592, -3.334], [1.195, 3.744, -1.261], [0.904, 4.799, -2.267], [-1.559, -1.031, 1.273], [-0.637, 0.062, 0.692], [0.761, -0.446, 0.073], [1.882, 0.519, -0.119], [2.999, -0.158, -0.660], [-1.417, 0.807, -0.286], [-2.502, -0.614, 1.626], [-0.925, -1.493, 2.030], [-1.773, -1.783, 0.514], [-0.411, 0.808, 1.453], [0.619, -1.108, -0.782], [1.123, -1.083, 0.881], [3.245, -1.092, -0.154], [3.903, 0.450, -0.623], [2.812, -0.334, -1.719], [-0.822, 1.523, -0.679], [-1.757, 0.192, -1.011]],
  "lowdin_charge": [-0.084, -0.414, -0.185, -0.209, -0.102, 0.022, 0.069, 0.077, 0.070, 0.137, 0.119, 0.126, 0.079, 0.086, 0.081, 0.069, 0.055, -0.082, -0.427, -0.226, -0.190, -0.072, 0.031, 0.074, 0.063, 0.075, 0.141, 0.114, 0.112, 0.087, 0.085, 0.077, 0.069, 0.071, -0.060, -0.443, -0.195, -0.196, -0.091, 0.008, 0.073, 0.082, 0.074, 0.133, 0.107, 0.120, 0.080, 0.081, 0.083, 0.075, 0.067, -0.053, -0.493, -0.188, -0.181, -0.130, 0.029, 0.076, 0.085, 0.070, 0.140, 0.125, 0.122, 0.091, 0.084, 0.080, 0.069, 0.075, -0.072, -0.358, -0.191, -0.213, -0.068, 0.012, 0.078, 0.075, 0.064, 0.118, 0.107, 0.115, 0.076, 0.080, 0.076, 0.053, 0.044, -0.048, -0.400, -0.211, -0.178, -0.116, 0.014, 0.070, 0.065, 0.073, 0.125, 0.119, 0.103, 0.085, 0.087, 0.086, 0.067, 0.056, -0.095, -0.456, -0.118, -0.190, -0.131, 0.012, 0.087, 0.079, 0.080, 0.127, 0.108, 0.106, 0.086, 0.080, 0.077, 0.073, 0.074, -0.080, -0.448, -0.148, -0.193, -0.108, 0.033, 0.077, 0.075, 0.077, 0.127, 0.121, 0.103, 0.083, 0.072, 0.079, 0.067, 0.065, -0.039, -0.435, -0.260, -0.180, -0.081, 0.040, 0.071, 0.071, 0.069, 0.137, 0.131, 0.125, 0.081, 0.087, 0.084, 0.055, 0.053, -0.061, -0.415, -0.138, -0.206, -0.142, 0.016, 0.079, 0.071, 0.071, 0.130, 0.117, 0.102, 0.083, 0.083, 0.082, 0.058, 0.063]
}



Run B
{
  "formula": "C40H110N10O10",
  "method": "ωB97M-V/def2-TZVPD",
  "gap_ev": 9.02,
  "e_lumo_ev": 0.3,
  "smiles": "COC[C@H](C)N.COC[C@H](C)N.COC[C@H](C)N.COC[C@H](C)N.COC[C@H](C)N.COC[C@H](C)N.COC[C@H](C)N.COC[C@H](C)N.COC[C@H](C)N.COC[C@H](C)N",
  "species": ["C", "C", "C", "O", "C", "N", "H", "H", "H", "H", "H", "H", "H", "H", "H", "H", "H", "C", "C", "C", "O", "C", "N", "H", "H", "H", "H", "H", "H", "H", "H", "H", "H", "H", "C", "C", "C", "O", "C", "N", "H", "H", "H", "H", "H", "H", "H", "H", "H", "H", "H", "C", "C", "C", "O", "C", "N", "H", "H", "H", "H", "H", "H", "H", "H", "H", "H", "H", "C", "C", "C", "O", "C", "N", "H", "H", "H", "H", "H", "H", "H", "H", "H", "H", "H", "C", "C", "C", "O", "C", "N", "H", "H", "H", "H", "H", "H", "H", "H", "H", "H", "H", "C", "C", "C", "O", "C", "N", "H", "H", "H", "H", "H", "H", "H", "H", "H", "H", "H", "C", "C", "C", "O", "C", "N", "H", "H", "H", "H", "H", "H", "H", "H", "H", "H", "H", "C", "C", "C", "O", "C", "N", "H", "H", "H", "H", "H", "H", "H", "H", "H", "H", "H", "C", "C", "C", "O", "C", "N", "H", "H", "H", "H", "H", "H", "H", "H", "H", "H", "H"],
  "positions_angstrom": [[2.239, 4.331, 2.401], [2.496, 5.211, 3.603], [3.609, 6.249, 3.424], [4.836, 5.649, 3.348], [5.911, 6.613, 3.465], [1.152, 5.822, 3.883], [1.498, 4.757, 1.724], [1.756, 3.380, 2.622], [3.179, 4.094, 1.902], [2.713, 4.557, 4.447], [3.556, 6.933, 4.271], [3.420, 6.762, 2.480], [6.733, 6.340, 2.804], [6.270, 6.664, 4.493], [5.706, 7.582, 3.010], [1.195, 6.238, 4.803], [0.986, 6.657, 3.340], [2.321, 10.821, -9.008], [3.488, 10.728, -8.001], [3.379, 9.309, -7.230], [2.047, 8.777, -7.092], [1.950, 7.900, -5.963], [4.756, 10.951, -8.677], [2.567, 10.066, -9.755], [2.309, 11.745, -9.587], [1.323, 10.641, -8.609], [3.415, 11.522, -7.257], [3.846, 9.482, -6.260], [3.986, 8.562, -7.743], [1.418, 8.433, -5.175], [2.901, 7.668, -5.484], [1.506, 6.926, -6.166], [4.762, 11.783, -9.250], [5.266, 11.260, -7.862], [-5.305, 1.976, 4.573], [-4.641, 3.280, 4.252], [-4.998, 4.463, 5.257], [-6.410, 4.581, 5.339], [-6.903, 5.920, 5.501], [-3.276, 2.951, 4.282], [-5.205, 1.684, 5.618], [-4.814, 1.185, 4.006], [-6.318, 1.769, 4.229], [-4.949, 3.598, 3.256], [-4.596, 5.420, 4.925], [-4.570, 4.385, 6.256], [-7.978, 6.097, 5.512], [-6.567, 6.596, 4.714], [-6.531, 6.301, 6.452], [-2.728, 3.743, 3.980], [-3.002, 2.684, 5.217], [4.419, -9.040, 3.973], [3.109, -8.352, 3.511], [1.812, -9.066, 3.932], [0.602, -8.476, 3.492], [-0.528, -8.949, 4.167], [3.182, -7.090, 4.256], [4.437, -8.995, 5.062], [5.289, -8.431, 3.727], [4.539, -10.070, 3.639], [3.249, -8.308, 2.431], [1.802, -9.250, 5.007], [1.939, -10.042, 3.465], [-0.606, -8.396, 5.103], [-0.501, -10.013, 4.404], [-1.403, -8.785, 3.538], [2.314, -6.626, 4.030], [3.130, -7.347, 5.231], [7.945, -4.822, -0.164], [6.648, -4.052, -0.351], [5.644, -4.850, -1.242], [6.125, -5.202, -2.559], [6.419, -4.083, -3.387], [5.981, -3.689, 0.881], [8.631, -4.265, 0.474], [8.499, -4.963, -1.093], [7.898, -5.791, 0.333], [6.889, -3.134, -0.887], [4.675, -4.368, -1.373], [5.462, -5.795, -0.728], [7.396, -3.651, -3.173], [5.721, -3.246, -3.354], [6.492, -4.492, -4.394], [5.800, -4.565, 1.351], [6.631, -3.235, 1.506], [-7.691, 1.017, -3.527], [-7.755, 2.140, -2.441], [-8.113, 1.574, -1.041], [-9.229, 0.694, -1.064], [-9.274, -0.260, -0.026], [-6.450, 2.765, -2.493], [-8.596, 0.411, -3.572], [-6.820, 0.369, -3.435], [-7.624, 1.408, -4.542], [-8.502, 2.867, -2.760], [-8.398, 2.418, -0.413], [-7.272, 1.095, -0.540], [-8.495, -0.940, -0.372], [-10.249, -0.724, -0.177], [-9.134, 0.171, 0.965], [-5.757, 2.249, -1.969], [-6.071, 2.799, -3.429], [-5.714, -3.850, -2.782], [-4.936, -4.803, -3.669], [-4.733, -4.233, -5.100], [-5.978, -4.014, -5.725], [-5.815, -3.601, -7.074], [-3.679, -5.137, -3.156], [-5.593, -4.132, -1.736], [-6.748, -3.719, -3.101], [-5.277, -2.851, -2.776], [-5.425, -5.771, -3.772], [-4.188, -4.993, -5.659], [-4.134, -3.328, -4.999], [-6.770, -3.428, -7.571], [-5.250, -4.304, -7.687], [-5.332, -2.624, -7.089], [-3.230, -4.261, -2.931], [-3.748, -5.430, -2.192], [-1.380, -6.800, 9.385], [-1.525, -5.273, 9.036], [-3.012, -4.828, 8.845], [-3.627, -5.480, 7.676], [-3.300, -4.815, 6.488], [-0.888, -4.437, 10.033], [-1.790, -6.859, 10.394], [-0.376, -7.222, 9.347], [-1.986, -7.410, 8.715], [-0.931, -5.002, 8.164], [-2.957, -3.743, 8.753], [-3.621, -5.043, 9.723], [-2.232, -4.932, 6.302], [-3.522, -3.763, 6.666], [-3.829, -5.071, 5.570], [0.112, -4.571, 10.080], [-0.955, -3.461, 9.783], [-0.568, 1.298, -2.267], [-1.264, 0.133, -1.496], [-0.310, -0.783, -0.747], [-0.982, -2.012, -0.387], [-0.297, -2.773, 0.611], [-2.267, 0.570, -0.539], [-1.273, 1.846, -2.892], [0.202, 1.028, -2.990], [-0.069, 1.957, -1.556], [-1.739, -0.502, -2.244], [-0.017, -0.162, 0.100], [0.568, -1.064, -1.329], [0.334, -3.609, 0.310], [-1.045, -3.126, 1.322], [0.271, -2.073, 1.223], [-1.718, 1.227, -0.003], [-2.413, -0.229, 0.062], [6.622, 2.710, -6.725], [5.642, 1.826, -5.991], [5.576, 2.062, -4.485], [6.771, 1.837, -3.857], [6.744, 2.001, -2.394], [4.305, 1.977, -6.642], [7.620, 2.462, -6.364], [6.489, 3.781, -6.577], [6.575, 2.512, -7.796], [5.952, 0.806, -6.217], [4.800, 1.490, -3.976], [5.362, 3.117, -4.315], [6.621, 3.047, -2.114], [7.692, 1.850, -1.877], [5.924, 1.455, -1.928], [4.400, 1.974, -7.648], [3.940, 2.899, -6.451]],
  "lowdin_charge": [-0.080, -0.407, -0.267, -0.171, -0.080, 0.024, 0.073, 0.073, 0.075, 0.138, 0.123, 0.130, 0.081, 0.089, 0.084, 0.056, 0.061, -0.069, -0.420, -0.165, -0.196, -0.108, 0.021, 0.080, 0.068, 0.073, 0.119, 0.104, 0.118, 0.084, 0.073, 0.084, 0.069, 0.065, -0.085, -0.448, -0.185, -0.196, -0.103, 0.019, 0.083, 0.073, 0.075, 0.144, 0.107, 0.117, 0.082, 0.079, 0.081, 0.077, 0.080, -0.076, -0.410, -0.222, -0.180, -0.118, 0.020, 0.068, 0.075, 0.075, 0.138, 0.124, 0.120, 0.085, 0.086, 0.090, 0.062, 0.063, -0.068, -0.455, -0.176, -0.193, -0.119, 0.036, 0.071, 0.074, 0.079, 0.124, 0.119, 0.120, 0.075, 0.088, 0.088, 0.068, 0.069, -0.073, -0.397, -0.192, -0.221, -0.097, 0.014, 0.064, 0.071, 0.066, 0.130, 0.120, 0.118, 0.088, 0.090, 0.088, 0.064, 0.063, -0.058, -0.480, -0.208, -0.181, -0.111, 0.027, 0.073, 0.078, 0.075, 0.141, 0.121, 0.125, 0.084, 0.085, 0.083, 0.072, 0.075, -0.043, -0.434, -0.145, -0.190, -0.132, 0.007, 0.074, 0.066, 0.067, 0.116, 0.107, 0.126, 0.077, 0.081, 0.088, 0.071, 0.065, -0.048, -0.448, -0.211, -0.196, -0.099, 0.045, 0.073, 0.072, 0.070, 0.129, 0.119, 0.127, 0.085, 0.081, 0.078, 0.063, 0.063, -0.080, -0.412, -0.257, -0.184, -0.062, 0.025, 0.075, 0.080, 0.075, 0.135, 0.123, 0.123, 0.076, 0.082, 0.083, 0.058, 0.058]
}



The energetic minimum among the shown structures is run B; the next structure lies 0.0696 hartree above.